1.
Molecular formula: C3H3ClN2
Method: DFT, ωB97M-V/def2-TZVPD

XYZ file:
```
9
Properties=species:S:1:pos:R:3:forces:R:3:lowdin_charge:R:1
C 1.31760 0.19665 -0.39086 0.9 -1.5 1.1 -0.31
C 0.57108 -0.77970 0.31655 -0.8 3.1 -1.2 -0.15
C -1.05994 0.70710 -0.23493 5.5 1.3 -1.2 -0.66
N 0.69500 1.22990 -0.84784 -4.9 -0.1 1.0 0.10
N -0.74194 -0.37431 0.44936 -2.3 -1.2 -1.3 -0.05
Cl -2.49382 1.56476 -0.18584 -0.1 0.0 -0.1 0.68
H 2.46992 0.13504 -0.49267 -2.1 0.1 0.0 0.14
H 0.83404 -1.64353 0.73752 1.2 -3.1 1.4 0.04
H -1.59193 -1.03591 0.64872 2.5 1.4 0.1 0.21
```
Positions in Å, forces in eV/Å.

Summary:
ΔE to the lowest compared entry with this formula, charge and spin ... 3.653 eV
Frontier orbital gap (alpha / beta) ... 8.2 / 8.2 eV
Total energy ... -685.681174 Ha

2.
Molecular formula: C3H3ClN2O
Method: DFT, ωB97M-V/def2-TZVPD

XYZ file:
```
10
Properties=species:S:1:pos:R:3:forces:R:3:lowdin_charge:R:1
C 1.39127 -1.74278 0.17976 -0.9 -0.4 -0.1 -0.19
C 3.08115 -0.34294 -0.72390 -1.3 -0.8 -1.1 -0.62
C 0.65425 0.46194 -0.03439 -0.3 -0.2 0.7 -0.15
N 2.54795 -1.35008 -0.12861 -0.4 -0.8 0.4 -0.05
N -0.46676 1.14480 -0.16132 -0.2 1.4 0.1 0.09
O 0.31627 -0.84658 0.16749 0.5 0.3 -0.5 -0.06
Cl 4.01423 0.71132 0.14341 1.0 0.8 1.0 0.62
H 0.97462 -2.77810 0.39014 1.3 1.4 -0.2 0.15
H -0.52608 2.16202 -0.05359 0.9 -0.7 -0.4 0.11
H -1.38110 0.77443 -0.29965 -0.6 -1.0 0.1 0.09
```
Positions in Å, forces in eV/Å.

Summary:
ΔE to the lowest compared entry with this formula, charge and spin ... 4.209 eV
Frontier orbital gap ... 8.7 eV
Total energy ... -760.906845 Ha

3.
Molecular formula: C3H3ClN2S
Method: DFT, ωB97M-V/def2-TZVPD

XYZ file:
```
10
Properties=species:S:1:pos:R:3:forces:R:3:lowdin_charge:R:1
S 0.89236 1.03523 -1.97710 0.0 0.1 0.1 0.81
C 0.21726 0.14987 -0.62539 0.0 0.1 0.3 -0.69
N -0.15611 -1.14693 -0.71973 0.1 0.4 0.2 -0.04
N -0.63308 -1.64749 0.43081 -0.1 0.0 0.2 0.03
C -0.57663 -0.64406 1.28655 -0.2 -0.1 0.8 -0.18
C -0.04186 0.50494 0.68886 0.1 0.2 -0.6 -0.70
Cl 0.23437 2.05582 1.38874 0.0 -0.3 -0.1 0.66
H 1.06998 2.17350 -1.27900 0.0 -0.2 -0.1 -0.14
H -0.10144 -1.73638 -1.52511 0.0 -0.2 -0.2 0.15
H -0.90486 -0.74450 2.33137 0.2 -0.1 -0.8 0.12
```
Positions in Å, forces in eV/Å.

Summary:
ΔE to the lowest compared entry with this formula, charge and spin ... 0.442 eV
Structure (SMILES) ... Sc1[nH]ncc1Cl
Frontier orbital gap ... 9.3 eV
Total energy ... -1083.990280 Ha